# C7H11NO

A single C7H11NO molecule in a non-equilibrium geometry (wB97M-V/def2-TZVPD, OMol25).

Structure (ORCA input):
```
! RIJCOSX wB97M-V def2-TZVPD def2/J DEFGRID3
* xyz 0 1
C 1.34 0.09 -1.73
C 0.77 0.28 -0.35
C 0.63 -1.10 0.32
C -0.94 -1.32 0.88
C -1.67 -0.16 0.35
O -2.56 0.90 0.86
C -1.14 1.06 0.88
C -0.21 1.44 -0.11
N 1.13 1.44 0.47
H 1.46 1.06 -2.37
H 2.35 -0.32 -1.63
H 0.70 -0.51 -2.35
H 0.74 -1.88 -0.49
H 1.19 -1.23 1.18
H -1.22 -2.38 0.60
H -0.89 -1.23 1.96
H -1.62 -0.19 -0.73
H -0.70 0.76 1.83
H -0.44 1.97 -1.03
H 1.06 1.33 1.47
*
```

The calculation puts the HOMO-LUMO gap at 9.39 eV. Its relative energy (zero: lowest compared OMol25 entry of this formula, charge and spin) is 123.6 kcal per mole. Its HOMO energy is -8.4344 eV. As for the SMILES: C[C@]12CC[C@H]3O[C@@H]3[C@H]1N2.

Here is what Mulliken gives for the atomic charges, in e: atom 1 (C): -1.59, atom 2 (C): 1.00, atom 3 (C): -0.73, atom 4 (C): -0.75, atom 5 (C): 0.03, atom 6 (O): -0.48, atom 7 (C): -0.13, atom 8 (C): -0.22, atom 9 (N): -0.86, atom 10 (H): 0.34, atom 11 (H): 0.36, atom 12 (H): 0.40, atom 13 (H): 0.35, atom 14 (H): 0.36, atom 15 (H): 0.31, atom 16 (H): 0.30, atom 17 (H): 0.27, atom 18 (H): 0.22, atom 19 (H): 0.51, atom 20 (H): 0.30



# CH4O2Sc

A molecular structure, CH4O2Sc in a non-equilibrium geometry (wB97M-V/def2-TZVPD, OMol25).

Structure (ORCA input):
```
! RIJCOSX wB97M-V def2-TZVPD def2/J DEFGRID3
* xyz 2 2
H -0.32 -3.41 -1.04
O 1.00 -0.68 0.37
Sc -0.43 -2.27 0.28
O 1.10 0.57 0.10
C -0.14 1.31 0.08
H 0.15 2.32 -0.24
H -0.81 0.85 -0.65
H -0.54 1.32 1.10
*
```

The calculation puts the HOMO-LUMO gap (spin up / spin down) at 9.23 / 8.80 eV. The expectation value of S² is 0.75. Its relative energy (zero: lowest compared OMol25 entry of this formula, charge and spin) is 1.1 kcal per mole. Its HOMO energy (spin up / spin down) is -21.5598 / -21.6470 eV.

Here is what Mulliken gives for the atomic charges, in e: atom 1 (H): 0.32, atom 2 (O): -0.27, atom 3 (Sc): 1.35, atom 4 (O): 0.17, atom 5 (C): -0.53, atom 6 (H): 0.27, atom 7 (H): 0.33, atom 8 (H): 0.36



# C32H40F2Ge2N3Ru

A molecular structure, C32H40F2Ge2N3Ru (wB97M-V/def2-TZVPD, OMol25).

Structure (ORCA input):
```
! RIJCOSX wB97M-V def2-TZVPD def2/J DEFGRID3
* xyz 1 1
Ru 0.91 -0.01 -0.46
C 0.45 3.03 0.38
N 0.74 2.14 -0.76
C -0.37 2.27 -1.75
C 1.96 2.50 -1.47
C 2.53 3.76 -1.45
C 3.70 4.00 -2.17
C 4.29 2.97 -2.89
C 3.72 1.71 -2.91
C 2.53 1.47 -2.22
N 1.93 0.21 -2.04
C 2.17 -0.91 -2.85
C 2.63 -0.87 -4.16
C 2.93 -2.05 -4.82
C 2.76 -3.27 -4.19
C 2.22 -3.31 -2.91
C 1.90 -2.14 -2.26
N 1.13 -2.13 -1.00
C 1.74 -3.01 0.02
C -0.21 -2.67 -1.37
H 0.27 4.05 0.04
H 1.28 3.01 1.08
H -0.46 2.68 0.85
H -0.32 3.24 -2.25
H -1.32 2.19 -1.23
H -0.29 1.47 -2.48
H 2.10 4.56 -0.87
H 4.15 4.98 -2.15
H 5.22 3.14 -3.41
H 4.23 0.90 -3.41
H 2.74 0.08 -4.67
H 3.29 -2.01 -5.84
H 3.02 -4.19 -4.70
H 2.04 -4.27 -2.44
H 1.71 -4.05 -0.30
H 1.16 -2.92 0.94
H 2.77 -2.71 0.19
H -0.11 -3.64 -1.85
H -0.70 -1.98 -2.07
H -0.82 -2.77 -0.48
F 2.90 1.26 1.11
C 2.50 0.02 0.72
F 3.60 -0.59 0.21
H 2.18 -0.53 1.62
C 0.79 -1.15 3.93
Ge -0.41 0.25 3.27
C 0.45 1.99 3.50
C -2.07 0.13 4.30
Ge -1.30 -0.11 0.93
C -2.70 1.22 0.60
C -3.47 1.13 -0.56
C -4.47 2.05 -0.83
C -4.72 3.09 0.06
C -3.96 3.20 1.22
C -2.95 2.27 1.48
C -2.27 -1.80 1.22
C -3.60 -2.00 0.85
C -4.25 -3.20 1.12
C -3.58 -4.21 1.79
C -2.26 -4.03 2.18
C -1.62 -2.83 1.90
H 1.31 -0.76 4.80
H 1.55 -1.48 3.22
H 0.22 -2.02 4.24
H 0.48 2.21 4.57
H -0.10 2.80 3.02
H 1.47 1.99 3.12
H -1.79 0.12 5.35
H -2.59 -0.80 4.06
H -2.73 0.97 4.12
H -3.28 0.35 -1.29
H -5.06 1.97 -1.74
H -5.50 3.81 -0.14
H -4.15 4.00 1.92
H -2.37 2.39 2.38
H -4.16 -1.21 0.35
H -5.28 -3.33 0.82
H -4.09 -5.14 2.00
H -1.74 -4.81 2.72
H -0.59 -2.71 2.21
*
```

The calculation puts the HOMO-LUMO gap (spin up / spin down) at 5.39 / 5.92 eV. Its relative energy (zero: lowest compared OMol25 entry of this formula, charge and spin) is 0.7 kcal per mole. Its HOMO energy (spin up / spin down) is -10.2230 / -10.1783 eV.

Here is what Mulliken gives for the atomic charges, in e: atom 1 (Ru): 0.48, atom 2 (C): -1.06, atom 3 (N): 1.71, atom 4 (C): -0.88, atom 5 (C): 0.72, atom 6 (C): -0.59, atom 7 (C): -0.97, atom 8 (C): -0.83, atom 9 (C): -0.96, atom 10 (C): -0.38, atom 11 (N): 0.61, atom 12 (C): -0.39, atom 13 (C): -0.67, atom 14 (C): -0.85, atom 15 (C): -0.94, atom 16 (C): -0.52, atom 17 (C): 0.58, atom 18 (N): 1.53, atom 19 (C): -1.09, atom 20 (C): -0.86, atom 21 (H): 0.36, atom 22 (H): 0.52, atom 23 (H): -0.30, atom 24 (H): 0.37, atom 25 (H): 0.33, atom 26 (H): 0.23, atom 27 (H): 0.42, atom 28 (H): 0.44, atom 29 (H): 0.42, atom 30 (H): 0.71, atom 31 (H): 0.76, atom 32 (H): 0.42, atom 33 (H): 0.43, atom 34 (H): 0.39, atom 35 (H): 0.37, atom 36 (H): -0.07, atom 37 (H): 0.48, atom 38 (H): 0.43, atom 39 (H): 0.24, atom 40 (H): 0.13, atom 41 (F): -0.30, atom 42 (C): 0.95, atom 43 (F): -0.27, atom 44 (H): -0.58, atom 45 (C): -1.31, atom 46 (Ge): 0.75, atom 47 (C): -1.30, atom 48 (C): -1.14, atom 49 (Ge): 0.19, atom 50 (C): 0.21, atom 51 (C): -0.14, atom 52 (C): -0.77, atom 53 (C): -0.71, atom 54 (C): -1.02, atom 55 (C): -0.03, atom 56 (C): 0.26, atom 57 (C): -0.60, atom 58 (C): -0.69, atom 59 (C): -0.66, atom 60 (C): -1.03, atom 61 (C): 0.41, atom 62 (H): 0.47, atom 63 (H): 0.35, atom 64 (H): 0.40, atom 65 (H): 0.56, atom 66 (H): 0.37, atom 67 (H): 0.35, atom 68 (H): 0.50, atom 69 (H): 0.30, atom 70 (H): 0.35, atom 71 (H): 0.42, atom 72 (H): 0.44, atom 73 (H): 0.40, atom 74 (H): 0.45, atom 75 (H): 0.19, atom 76 (H): 0.36, atom 77 (H): 0.44, atom 78 (H): 0.38, atom 79 (H): 0.44, atom 80 (H): -0.12



# C25H34N9O2PReS

A molecular structure, C25H34N9O2PReS in a non-equilibrium geometry (wB97M-V/def2-TZVPD, OMol25).

Structure (ORCA input):
```
! RIJCOSX wB97M-V def2-TZVPD def2/J DEFGRID3
* xyz 2 2
Re 1.08 1.01 -0.68
N -1.36 4.71 -1.45
C -0.44 3.78 -1.24
S -0.95 2.07 -1.36
N 0.79 4.07 -0.95
N 1.64 3.06 -0.77
C 2.90 3.42 -0.60
C 4.02 2.56 -0.66
C 5.29 2.97 -0.21
C 6.39 2.16 -0.37
C 6.28 0.94 -1.04
C 5.07 0.52 -1.53
C 3.91 1.29 -1.32
O 2.76 0.86 -1.74
H -2.29 4.46 -1.71
H -1.09 5.68 -1.50
H 3.08 4.49 -0.50
H 5.38 3.92 0.30
H 7.35 2.47 0.01
H 7.15 0.32 -1.18
H 4.98 -0.42 -2.06
C -0.12 3.44 4.36
C 0.46 2.22 4.64
C 0.70 1.31 3.63
C 0.34 1.61 2.31
C -0.28 2.83 2.04
C -0.50 3.74 3.05
N 0.60 0.67 1.30
N 0.80 -0.51 1.76
C 1.34 -1.42 0.94
C 1.73 -2.68 1.42
C 2.38 -3.54 0.56
C 2.60 -3.14 -0.76
C 2.18 -1.89 -1.17
N 1.58 -1.04 -0.33
H -0.29 4.16 5.14
H 0.74 1.97 5.66
H 1.16 0.36 3.84
H -0.63 3.04 1.04
H -0.97 4.68 2.83
H 1.55 -2.92 2.45
H 2.74 -4.50 0.91
H 3.10 -3.80 -1.46
H 2.34 -1.54 -2.18
C -3.16 -3.92 -1.64
N -2.02 -3.05 -1.40
C -1.00 -3.16 -2.43
P -2.21 -1.55 -0.66
O -1.02 -0.70 -0.86
N -2.51 -1.83 0.95
C -2.91 -3.08 1.56
C -2.76 -0.65 1.75
N -3.57 -0.78 -1.34
C -4.92 -1.03 -0.92
C -3.42 -0.36 -2.71
H -2.83 -4.96 -1.60
H -3.59 -3.75 -2.64
H -3.93 -3.76 -0.89
H -0.56 -4.16 -2.40
H -0.23 -2.42 -2.24
H -1.41 -3.00 -3.43
H -2.55 -3.92 0.97
H -3.99 -3.15 1.68
H -2.46 -3.14 2.56
H -2.44 0.23 1.18
H -2.18 -0.70 2.67
H -3.81 -0.55 2.01
H -4.94 -1.42 0.09
H -5.44 -1.73 -1.59
H -5.48 -0.08 -0.94
H -2.37 -0.26 -2.94
H -3.91 0.61 -2.85
H -3.89 -1.08 -3.40
*
```

The calculation puts the HOMO-LUMO gap (spin up / spin down) at 4.86 / 5.18 eV. The expectation value of S² is 1.23. Its HOMO energy (spin up / spin down) is -13.3099 / -13.3112 eV.

Here is what Mulliken gives for the atomic charges, in e: atom 1 (Re): 1.27, atom 2 (N): -0.34, atom 3 (C): 0.47, atom 4 (S): -0.27, atom 5 (N): -1.17, atom 6 (N): 0.67, atom 7 (C): 0.03, atom 8 (C): 0.35, atom 9 (C): -0.72, atom 10 (C): -0.69, atom 11 (C): -0.57, atom 12 (C): -0.47, atom 13 (C): 0.75, atom 14 (O): -0.82, atom 15 (H): 0.20, atom 16 (H): 0.25, atom 17 (H): 0.56, atom 18 (H): 0.46, atom 19 (H): 0.43, atom 20 (H): 0.42, atom 21 (H): 0.50, atom 22 (C): -0.46, atom 23 (C): -0.78, atom 24 (C): -0.22, atom 25 (C): -0.10, atom 26 (C): 0.26, atom 27 (C): -0.97, atom 28 (N): 0.94, atom 29 (N): -0.68, atom 30 (C): 0.33, atom 31 (C): -0.74, atom 32 (C): -0.41, atom 33 (C): -0.96, atom 34 (C): -0.48, atom 35 (N): 0.34, atom 36 (H): 0.44, atom 37 (H): 0.43, atom 38 (H): 0.48, atom 39 (H): 0.25, atom 40 (H): 0.46, atom 41 (H): 0.63, atom 42 (H): 0.48, atom 43 (H): 0.55, atom 44 (H): 0.75, atom 45 (C): -1.11, atom 46 (N): 0.25, atom 47 (C): -0.74, atom 48 (P): -0.53, atom 49 (O): -0.10, atom 50 (N): 0.75, atom 51 (C): -1.08, atom 52 (C): -1.24, atom 53 (N): 0.47, atom 54 (C): -0.97, atom 55 (C): -0.99, atom 56 (H): 0.34, atom 57 (H): 0.31, atom 58 (H): 0.35, atom 59 (H): 0.35, atom 60 (H): 0.03, atom 61 (H): 0.29, atom 62 (H): 0.37, atom 63 (H): 0.27, atom 64 (H): 0.32, atom 65 (H): 0.27, atom 66 (H): 0.38, atom 67 (H): 0.38, atom 68 (H): 0.26, atom 69 (H): 0.32, atom 70 (H): 0.34, atom 71 (H): 0.24, atom 72 (H): 0.31, atom 73 (H): 0.29



# C15H12O12PrS3

A molecular structure, C15H12O12PrS3 in a non-equilibrium geometry (wB97M-V/def2-TZVPD, OMol25).

Structure (ORCA input):
```
! RIJCOSX wB97M-V def2-TZVPD def2/J DEFGRID3
* xyz -1 3
Pr -0.72 -0.89 0.90
O -3.05 -4.35 5.40
C -2.40 -3.74 4.59
C -2.07 -4.19 3.17
O -2.36 -5.26 2.68
C -1.28 -3.11 2.57
C -1.15 -2.03 3.47
O -0.54 -0.91 3.23
C -1.83 -2.34 4.74
O -1.87 -1.66 5.74
O -0.78 -3.15 1.37
O -1.63 -1.38 -3.32
S -1.48 -0.75 -2.04
O -2.35 -1.25 -0.97
O -0.10 -0.75 -1.50
C -1.89 1.00 -2.27
C -2.17 1.32 -3.59
C -2.47 2.61 -4.00
C -2.50 3.62 -3.07
C -2.23 3.33 -1.74
C -1.93 2.05 -1.30
S -1.61 1.99 0.49
O -0.20 1.56 0.62
O -1.91 3.29 1.00
O -2.43 0.88 1.01
H -2.15 0.52 -4.32
H -2.68 2.81 -5.05
H -2.73 4.64 -3.35
H -2.26 4.12 -1.01
O 1.78 -0.86 1.10
S 2.82 0.23 1.15
C 4.40 -0.59 0.75
C 4.59 -0.48 -0.76
C 4.11 0.93 -1.12
C 2.74 1.06 -0.47
H 4.31 -1.61 1.14
H 5.18 -0.07 1.30
H 3.98 -1.23 -1.27
H 5.63 -0.65 -1.04
H 4.05 1.10 -2.19
H 4.81 1.67 -0.70
H 1.98 0.50 -1.02
H 2.37 2.07 -0.32
*
```

The calculation puts the HOMO-LUMO gap at 6.64 eV. The expectation value of S² is 2.00. Its relative energy (zero: lowest compared OMol25 entry of this formula, charge and spin) is 0.0 kcal per mole. Its HOMO energy is -4.7726 eV.

Here is what Mulliken gives for the atomic charges, in e: atom 1 (Pr): 1.36, atom 2 (O): -0.60, atom 3 (C): 0.52, atom 4 (C): -0.01, atom 5 (O): -0.65, atom 6 (C): 1.00, atom 7 (C): 0.85, atom 8 (O): -0.85, atom 9 (C): -0.02, atom 10 (O): -0.65, atom 11 (O): -0.92, atom 12 (O): -0.69, atom 13 (S): 1.49, atom 14 (O): -0.62, atom 15 (O): -0.56, atom 16 (C): -0.05, atom 17 (C): -0.48, atom 18 (C): -0.60, atom 19 (C): -0.62, atom 20 (C): -0.48, atom 21 (C): -0.17, atom 22 (S): 1.58, atom 23 (O): -0.52, atom 24 (O): -0.69, atom 25 (O): -0.61, atom 26 (H): 0.55, atom 27 (H): 0.39, atom 28 (H): 0.39, atom 29 (H): 0.55, atom 30 (O): -0.52, atom 31 (S): 0.29, atom 32 (C): -0.67, atom 33 (C): -0.55, atom 34 (C): -0.77, atom 35 (C): -0.17, atom 36 (H): 0.37, atom 37 (H): 0.38, atom 38 (H): 0.29, atom 39 (H): 0.34, atom 40 (H): 0.35, atom 41 (H): 0.30, atom 42 (H): -0.02, atom 43 (H): 0.50



# C27H41FI2N4O5

3 unconnected molecules or ions with the total composition C27H41FI2N4O5 in a non-equilibrium geometry (wB97M-V/def2-TZVPD, OMol25).

Structure (ORCA input):
```
! RIJCOSX wB97M-V def2-TZVPD def2/J DEFGRID3
* xyz 0 1
C 6.36 -4.61 -3.16
C 5.19 -4.68 -2.94
C 3.76 -4.68 -2.76
C 2.96 -5.08 -3.87
C 1.60 -5.10 -3.76
C 0.98 -4.77 -2.54
N -0.38 -4.81 -2.46
C -0.91 -4.53 -1.30
C -2.42 -4.57 -1.20
C -3.08 -3.23 -0.97
O -4.11 -3.08 -0.40
F -2.45 -2.18 -1.51
C -0.08 -4.22 -0.17
I -0.99 -3.86 1.71
N 1.21 -4.15 -0.21
C 1.76 -4.41 -1.43
C 3.18 -4.33 -1.56
C 4.02 -3.87 -0.40
C 4.29 -2.33 -0.38
C 4.26 -1.63 -1.73
I 2.84 -1.35 0.88
H 7.43 -4.64 -3.19
H 3.42 -5.36 -4.81
H 0.97 -5.39 -4.59
H -2.79 -5.27 -0.46
H -2.78 -4.90 -2.18
H 4.99 -4.37 -0.43
H 3.55 -4.15 0.54
H 5.28 -2.17 0.05
H 3.26 -1.59 -2.16
H 4.92 -2.11 -2.45
H 4.60 -0.61 -1.59
C 1.02 4.68 4.19
O 0.56 3.90 5.28
C -0.84 3.96 5.51
C -1.52 2.65 5.14
N -1.51 2.44 3.70
C -1.92 1.10 3.28
C -1.09 -0.09 3.74
O 0.22 -0.16 3.20
C 1.17 0.65 3.86
H 2.10 4.71 4.25
H 0.74 4.24 3.22
H 0.63 5.70 4.24
H -1.29 4.80 4.97
H -0.98 4.14 6.58
H -2.55 2.68 5.49
H -1.00 1.85 5.69
H -0.58 2.62 3.34
H -1.91 1.10 2.19
H -2.96 0.94 3.59
H -1.60 -0.99 3.39
H -1.04 -0.16 4.83
H 0.96 0.72 4.93
H 1.23 1.64 3.43
H 2.15 0.17 3.74
C -2.81 5.36 -3.32
O -3.60 4.42 -2.62
C -3.90 3.23 -3.33
C -3.16 2.04 -2.76
N -1.73 2.12 -3.01
C -0.92 1.14 -2.28
C -0.95 1.16 -0.75
O -0.33 2.30 -0.17
C -1.15 3.45 -0.11
H -2.82 6.29 -2.76
H -1.77 5.03 -3.42
H -3.21 5.54 -4.32
H -3.68 3.35 -4.40
H -4.97 3.06 -3.23
H -3.55 1.13 -3.22
H -3.40 1.99 -1.69
H -1.40 3.05 -2.76
H 0.11 1.28 -2.59
H -1.22 0.14 -2.61
H -0.36 0.30 -0.43
H -1.96 1.03 -0.35
H -2.20 3.20 0.06
H -1.06 4.06 -1.01
H -0.81 4.06 0.73
*
```

The calculation puts the HOMO-LUMO gap at 7.67 eV. Its HOMO energy is -8.4520 eV. As for the SMILES: C#Cc1ccc2nc(CC(=O)F)c(I)nc2c1C[C@@H](C)I.COCCNCCOC.COCCNCCOC.

Here is what Mulliken gives for the atomic charges, in e: atom 1 (C): 0.12, atom 2 (C): -1.20, atom 3 (C): 0.77, atom 4 (C): -0.91, atom 5 (C): -0.68, atom 6 (C): 0.12, atom 7 (N): -0.57, atom 8 (C): 1.15, atom 9 (C): -1.24, atom 10 (C): 0.56, atom 11 (O): -0.50, atom 12 (F): -0.14, atom 13 (C): -0.38, atom 14 (I): 0.12, atom 15 (N): -0.21, atom 16 (C): 0.29, atom 17 (C): 0.73, atom 18 (C): -1.26, atom 19 (C): -0.10, atom 20 (C): -1.43, atom 21 (I): 0.02, atom 22 (H): 0.49, atom 23 (H): 0.49, atom 24 (H): 0.51, atom 25 (H): 0.35, atom 26 (H): 0.37, atom 27 (H): 0.56, atom 28 (H): 0.45, atom 29 (H): 0.39, atom 30 (H): 0.33, atom 31 (H): 0.31, atom 32 (H): 0.48, atom 33 (C): -0.45, atom 34 (O): -0.35, atom 35 (C): -0.75, atom 36 (C): -0.29, atom 37 (N): -0.13, atom 38 (C): -0.12, atom 39 (C): -0.53, atom 40 (O): -0.18, atom 41 (C): -0.73, atom 42 (H): 0.23, atom 43 (H): 0.05, atom 44 (H): 0.36, atom 45 (H): 0.39, atom 46 (H): 0.40, atom 47 (H): 0.36, atom 48 (H): 0.22, atom 49 (H): -0.04, atom 50 (H): -0.36, atom 51 (H): 0.52, atom 52 (H): 0.21, atom 53 (H): 0.40, atom 54 (H): 0.33, atom 55 (H): 0.25, atom 56 (H): 0.27, atom 57 (C): -0.71, atom 58 (O): -0.34, atom 59 (C): -0.84, atom 60 (C): -0.09, atom 61 (N): -0.31, atom 62 (C): -1.12, atom 63 (C): -0.18, atom 64 (O): -0.44, atom 65 (C): -0.61, atom 66 (H): 0.24, atom 67 (H): 0.30, atom 68 (H): 0.34, atom 69 (H): 0.41, atom 70 (H): 0.39, atom 71 (H): 0.37, atom 72 (H): 0.11, atom 73 (H): 0.14, atom 74 (H): 0.38, atom 75 (H): 0.43, atom 76 (H): 0.44, atom 77 (H): 0.26, atom 78 (H): 0.29, atom 79 (H): 0.28, atom 80 (H): 0.23



Number 1: electronic energy -10969.914 eV. Number 2: electronic energy -25871.393 eV. Number 3: electronic energy -159345.736 eV. Number 4: electronic energy -66223.265 eV. Number 5: electronic energy -86900.235 eV. Number 6: electronic energy -63776.940 eV.